Here is a 2-piece molecular cluster, C4H10FO2PS overall from the Open Molecules 2025 dataset. Energies are from wB97M-V/def2-TZVPD.

Its LUMO energy (alpha / beta) is -2.55 / -2.55 eV. Its frontier orbital gap (alpha / beta) is 0.246 / 0.246 Ha. Its HOMO energy (alpha / beta) is -9.24 / -9.24 eV.

```
19
Properties=species:S:1:pos:R:3:forces:R:3
C 0.211 -1.764 0.592 -3.06 -1.26 -1.45
C -0.192 0.958 -0.915 0.37 -2.00 2.22
C -0.878 -0.734 0.873 1.09 1.92 -0.71
C -0.306 0.675 0.623 2.69 -1.46 -1.40
O 3.738 1.485 0.818 -0.65 0.06 -0.08
O 0.958 0.753 1.189 2.56 0.52 -0.74
F 3.492 1.124 -1.544 -0.81 0.04 0.23
P 3.131 0.427 -0.190 0.11 -0.93 1.55
S 3.852 -1.360 -0.081 -0.87 0.84 -0.24
H 1.081 -1.655 1.138 1.75 0.82 0.98
H 0.428 -1.740 -0.534 -0.23 -0.76 1.66
H -0.244 -2.691 1.038 0.62 0.11 -1.38
H -0.348 1.962 -1.148 -0.05 1.42 -0.71
H 0.757 0.502 -1.196 0.12 0.49 -0.30
H -0.927 0.272 -1.211 -1.36 -0.25 -1.75
H -1.221 -0.731 1.874 -0.32 -0.41 1.18
H -1.737 -0.772 0.222 -0.42 -0.77 -0.14
H -0.847 1.461 1.036 -1.42 1.45 0.93
H 3.092 1.606 1.535 -0.11 0.15 0.16
```
Forces are in eV/Å.

What are the Löwdin partial charges on each atom? They are as follows, in elementary charge units: atom 1 (C): -0.109, atom 2 (C): -0.014, atom 3 (C): -0.213, atom 4 (C): -0.488, atom 5 (O): -0.209, atom 6 (O): -0.199, atom 7 (F): -0.190, atom 8 (P): 0.362, atom 9 (S): 0.339, atom 10 (H): 0.000, atom 11 (H): 0.101, atom 12 (H): 0.091, atom 13 (H): 0.064, atom 14 (H): 0.034, atom 15 (H): 0.051, atom 16 (H): 0.094, atom 17 (H): 0.100, atom 18 (H): 0.117, atom 19 (H): 0.072

---

Here is C4H10I2N as an isolated structure from the Open Molecules 2025 dataset. Energies are from wB97M-V/def2-TZVPD.

Its LUMO energy is -3.67 eV. As for the total charge: +1. Its frontier orbital gap is 0.347 Ha. Its HOMO energy is -13.12 eV.

```
17
Properties=species:S:1:pos:R:3:forces:R:3
C -1.073 0.983 -0.815 -0.27 1.66 0.49
C 1.124 -0.031 -0.721 4.40 0.27 -1.04
C 0.308 -0.941 2.268 0.18 1.61 -4.88
C -0.702 -1.027 0.567 0.80 -1.56 4.79
N -0.233 -0.273 -0.621 -4.94 1.60 0.97
I 0.268 1.083 2.944 -0.12 -0.55 0.01
I -0.705 -3.113 -0.014 0.01 0.46 0.31
H -1.048 1.898 -0.055 0.35 -2.68 -1.15
H -0.725 1.341 -1.757 0.30 0.63 -0.66
H -2.083 0.648 -1.020 -0.27 0.04 0.48
H 1.549 0.416 -1.733 -1.38 -1.39 1.89
H 1.297 0.721 0.012 0.69 0.60 0.67
H 1.609 -0.968 -0.386 0.34 0.62 -0.66
H 1.361 -1.174 1.970 -1.19 -0.17 0.62
H -0.244 -1.625 2.846 -0.41 -0.74 0.76
H -1.730 -0.795 0.991 1.32 0.19 -1.32
H -0.612 -0.857 -1.335 0.19 -0.59 -1.27
```
Forces are in eV/Å.

What are the Löwdin partial charges on each atom? They are as follows, in elementary charge units: atom 1 (C): 0.012, atom 2 (C): -0.069, atom 3 (C): -0.569, atom 4 (C): -0.664, atom 5 (N): -0.331, atom 6 (I): 0.822, atom 7 (I): 0.922, atom 8 (H): 0.147, atom 9 (H): 0.087, atom 10 (H): 0.104, atom 11 (H): 0.178, atom 12 (H): 0.060, atom 13 (H): 0.104, atom 14 (H): 0.027, atom 15 (H): -0.008, atom 16 (H): 0.091, atom 17 (H): 0.085

---

Here is C4H10I2Si as an isolated structure from the Open Molecules 2025 dataset. Energies are from wB97M-V/def2-TZVPD.

Its LUMO energy (alpha / beta) is -0.71 / -0.71 eV. Its frontier orbital gap (alpha / beta) is 0.256 / 0.256 Ha. Its HOMO energy (alpha / beta) is -7.68 / -7.68 eV.

```
17
Properties=species:S:1:pos:R:3:forces:R:3
C 1.181 -2.197 -1.417 0.37 -0.35 2.81
C 0.733 -0.774 -1.730 -2.29 -0.51 0.11
C -0.715 1.628 -0.251 1.89 2.62 -0.27
C -0.889 1.429 3.588 0.99 -0.31 1.42
Si -0.775 -0.174 -0.643 0.18 -1.13 -0.61
I -1.690 1.945 1.756 -0.22 -0.04 -0.92
I -0.087 2.862 5.063 -0.16 -0.25 -0.99
H 1.158 -2.402 -0.299 0.11 0.60 -0.84
H 0.518 -3.021 -1.708 0.42 0.38 -0.90
H 2.254 -2.296 -1.622 -0.43 -0.57 -0.63
H 0.367 -0.786 -2.780 0.67 0.71 0.46
H 1.505 -0.061 -1.487 0.47 0.25 -0.53
H -1.101 2.362 -1.073 0.37 -1.40 1.63
H 0.367 1.953 -0.063 -1.38 -0.29 -0.12
H -0.040 0.711 3.467 -0.81 0.34 -0.10
H -0.729 -1.066 0.624 -0.31 0.75 -0.81
H -2.058 -0.113 -1.423 0.13 -0.80 0.29
```
Forces are in eV/Å.

What are the Löwdin partial charges on each atom? They are as follows, in elementary charge units: atom 1 (C): -0.213, atom 2 (C): -0.380, atom 3 (C): -0.705, atom 4 (C): -1.143, atom 5 (Si): 0.532, atom 6 (I): 1.197, atom 7 (I): 0.483, atom 8 (H): 0.060, atom 9 (H): 0.070, atom 10 (H): 0.066, atom 11 (H): 0.069, atom 12 (H): 0.050, atom 13 (H): 0.043, atom 14 (H): 0.015, atom 15 (H): -0.103, atom 16 (H): -0.011, atom 17 (H): -0.032

---

Here is a 2-piece molecular cluster, C4H10I2Si overall from the Open Molecules 2025 dataset. Energies are from wB97M-V/def2-TZVPD.

Its LUMO energy (alpha / beta) is 0.29 / -2.47 eV. As for the spin multiplicity: 3. Its frontier orbital gap (alpha / beta) is 0.231 / 0.260 Ha. Its HOMO energy (alpha / beta) is -6.01 / -9.55 eV.

```
17
Properties=species:S:1:pos:R:3:forces:R:3
C 0.505 -1.827 -0.381 3.40 0.54 0.54
C 2.676 2.407 -0.343 4.08 4.06 9.46
C 0.221 -0.402 0.092 -1.94 0.06 1.30
C 2.100 1.965 -1.466 -4.12 -1.53 -5.84
Si -1.510 0.081 -0.558 -0.02 -0.17 0.28
I -2.277 2.324 0.062 0.17 -0.19 0.17
I -3.226 -1.627 0.044 0.45 0.38 0.08
H 0.241 -1.909 -1.387 -0.73 -0.18 -1.82
H 1.670 -2.034 -0.458 -2.26 0.27 0.73
H -0.006 -2.587 0.146 -0.32 -0.80 0.75
H 3.418 1.909 0.321 -0.73 -0.38 -1.15
H 2.368 3.291 0.258 -0.10 -0.39 -1.12
H -1.673 0.108 -1.998 0.26 -0.08 -0.49
H 0.952 0.244 -0.351 0.30 0.80 -0.08
H 0.105 -0.190 1.213 0.71 -0.65 -1.42
H 2.500 1.194 -1.975 1.63 -2.50 -1.65
H 1.332 2.402 -2.053 -0.77 0.75 0.24
```
Forces are in eV/Å.

What are the Löwdin partial charges on each atom? They are as follows, in elementary charge units: atom 1 (C): -0.203, atom 2 (C): -0.087, atom 3 (C): -0.428, atom 4 (C): -0.102, atom 5 (Si): -0.303, atom 6 (I): 0.366, atom 7 (I): 0.361, atom 8 (H): 0.027, atom 9 (H): 0.120, atom 10 (H): 0.032, atom 11 (H): 0.066, atom 12 (H): 0.063, atom 13 (H): -0.096, atom 14 (H): 0.006, atom 15 (H): 0.096, atom 16 (H): 0.022, atom 17 (H): 0.059

---

Here is one molecule with the formula C4H10INO from the Open Molecules 2025 dataset. Energies are from wB97M-V/def2-TZVPD.

Its LUMO energy is 0.58 eV. As for the SMILES: CC[C@](C)(I)ON. Its frontier orbital gap is 0.351 Ha. Its HOMO energy is -8.96 eV.

```
17
Properties=species:S:1:pos:R:3:forces:R:3
C -1.132 -0.021 1.962 -1.62 -3.17 -0.88
C -0.194 -0.593 0.960 -0.32 -1.34 -1.17
C 0.515 0.249 -0.002 0.07 1.94 -2.41
C 1.673 -0.434 -0.752 -2.38 1.88 0.12
I 1.334 2.057 0.972 -0.13 -0.25 -0.18
O -0.571 0.680 -1.070 1.66 -1.19 1.97
N -0.039 1.665 -1.882 0.37 1.32 -1.97
H -2.169 -0.372 1.835 0.34 0.28 -0.29
H -1.106 0.972 1.965 -0.14 4.24 -0.07
H -0.890 -0.335 2.918 0.73 -0.63 2.03
H 0.570 -1.211 1.403 0.10 -0.43 0.29
H -0.742 -1.184 0.209 -0.04 -0.58 0.54
H 2.249 0.256 -1.282 0.61 1.31 -1.02
H 1.240 -1.095 -1.426 -0.86 -1.32 -1.36
H 2.341 -0.952 -0.190 1.64 -1.48 2.31
H -0.392 2.551 -1.478 0.14 -0.59 -1.09
H -0.210 1.543 -2.961 -0.18 0.01 3.17
```
Forces are in eV/Å.

What are the Löwdin partial charges on each atom? They are as follows, in elementary charge units: atom 1 (C): -0.110, atom 2 (C): -0.300, atom 3 (C): -0.754, atom 4 (C): -0.107, atom 5 (I): 0.858, atom 6 (O): -0.252, atom 7 (N): -0.084, atom 8 (H): 0.098, atom 9 (H): -0.023, atom 10 (H): 0.057, atom 11 (H): 0.119, atom 12 (H): 0.135, atom 13 (H): 0.044, atom 14 (H): 0.072, atom 15 (H): 0.050, atom 16 (H): 0.059, atom 17 (H): 0.139

---

Here is C4H10KO2 as an isolated structure from the Open Molecules 2025 dataset. Energies are from wB97M-V/def2-TZVPD.

Its LUMO energy (alpha / beta) is -7.16 / -13.48 eV. As for the total charge: +2. As for the spin multiplicity: 2. Its frontier orbital gap (alpha / beta) is 0.437 / 0.176 Ha. Its HOMO energy (alpha / beta) is -19.05 / -18.27 eV.

```
17
Properties=species:S:1:pos:R:3:forces:R:3
K 1.203 1.414 -2.148 0.11 0.27 -0.27
C 1.494 -2.267 -0.792 1.20 -0.40 -2.82
O 0.597 -1.189 -0.758 -0.58 1.21 2.68
C 0.087 -0.943 0.532 -0.02 0.18 -0.77
C -0.765 0.252 0.721 -0.07 0.20 0.49
O -0.262 1.446 0.210 -0.89 -1.13 -0.70
C -1.209 2.525 0.169 0.47 1.85 -0.17
H 1.747 -2.260 -1.852 -0.05 -0.72 -0.17
H 1.091 -3.247 -0.534 -0.10 0.23 0.61
H 2.464 -1.981 -0.385 -0.11 -0.12 0.99
H 0.851 -0.910 1.309 1.28 -0.11 0.15
H -0.387 -1.855 0.895 -0.58 -0.51 0.05
H -0.908 0.432 1.786 -0.11 -0.45 0.54
H -1.743 -0.086 0.380 -0.75 0.64 -0.47
H -2.269 2.353 -0.017 0.25 -0.98 -0.54
H -0.743 3.166 -0.578 -0.64 0.25 -0.16
H -1.247 3.149 1.062 0.59 -0.40 0.55
```
Forces are in eV/Å.

What are the Löwdin partial charges on each atom? They are as follows, in elementary charge units: atom 1 (K): 0.997, atom 2 (C): 0.010, atom 3 (O): -0.026, atom 4 (C): -0.101, atom 5 (C): -0.163, atom 6 (O): -0.195, atom 7 (C): -0.024, atom 8 (H): 0.121, atom 9 (H): 0.146, atom 10 (H): 0.144, atom 11 (H): 0.202, atom 12 (H): 0.195, atom 13 (H): 0.181, atom 14 (H): 0.178, atom 15 (H): 0.122, atom 16 (H): 0.094, atom 17 (H): 0.119

---

Listing ΔE to the lowest compared entry with this formula, charge and spin for the structures above in their given order: 3.570 1.841 7.609 2.248 3.122 0.012 eV.